Record 1
A cluster of 3 separate species, C3H14NO2 in total in a non-equilibrium geometry. Source: the Open Molecules 2025 dataset; level of theory: ωB97M-V/def2-TZVPD.

Properties
M = 96.15 u
HOMO-LUMO gap = 12.03 eV
Lowest unoccupied orbital energy = -3.0 eV
Charge = +1
Energy above the lowest of the compared OMol25 structures with the same formula, charge and spin = 193.3 kJ/mol

Cartesian coordinates (Å):
C 1.72302 -1.09543 -0.53409
C 0.30344 -1.65606 -0.07216
C -0.50516 -2.94586 -0.56032
N -0.58788 -0.47499 -0.76399
H 1.65947 0.00319 -0.25678
H 1.87950 -1.00050 -1.62703
H 2.47467 -1.26743 0.26903
H 0.06857 -1.38417 0.94157
H -0.93687 -2.75067 -1.55565
H 0.33734 -3.69907 -0.50841
H -1.24712 -3.17334 0.19445
H -1.65392 -0.54471 -0.63463
H -0.53261 -0.37112 -1.79951
H -0.37413 0.50351 -0.38345
H -0.41194 4.88918 1.82756
H 0.27594 3.91341 2.78067
O -0.50071 3.94557 2.22416
H -0.91413 2.45368 0.89810
H -0.60853 2.67010 -0.55385
O -0.44893 1.98471 0.11431

Forces on atoms 1 to 6 (eV/Å):
-1.32 1.57 2.13
-1.94 2.47 -3.15
3.46 0.69 0.88
-2.20 0.62 -0.14
-0.37 -0.82 -0.36
0.55 -1.16 0.78


Record 2
A cluster of 3 separate species, C3H14NO2S2 in total in a non-equilibrium geometry. Source: the Open Molecules 2025 dataset; level of theory: ωB97M-V/def2-TZVPD.

Properties
M = 160.28 u
HOMO-LUMO gap = 8.03 eV
Lowest unoccupied orbital energy = -3.3 eV
Charge = +1
Energy above the lowest of the compared OMol25 structures with the same formula, charge and spin = 215.5 kJ/mol

Cartesian coordinates (Å):
N -0.36611 0.13053 -2.36064
C -1.30921 0.62271 -1.23977
C -1.08920 -0.18880 -0.03074
S 0.29450 0.40581 1.03036
S 1.49486 1.84471 0.37798
C 1.92444 2.55677 2.06150
H 0.14185 -0.86327 -2.14072
H 0.30246 0.86163 -2.59411
H -1.01110 -0.03277 -3.14557
H -2.36779 0.49655 -1.52279
H -1.28870 1.73799 -0.96853
H -1.96534 0.02026 0.61095
H -1.14663 -1.30447 -0.16899
H 3.00167 2.78360 1.80957
H 2.06316 1.85862 2.90299
H 1.23698 3.35536 2.36761
H 1.06307 -2.47548 -1.29079
H 1.59625 -2.39960 -2.83908
O 0.91510 -2.13767 -2.22490
H -1.16443 -1.97898 2.48288
H -1.20101 -2.48464 3.90105
O -1.12482 -2.80887 2.98172

Forces on atoms 1 to 6 (eV/Å):
-1.39 -0.08 0.68
-0.85 0.90 -0.16
-0.91 0.33 1.51
-0.72 -2.96 1.69
0.93 1.38 -0.07
1.14 -0.27 -0.72


Record 3
A cluster of 3 separate species, C3H14NO3 in total in a non-equilibrium geometry. Source: the Open Molecules 2025 dataset; level of theory: ωB97M-V/def2-TZVPD.

Properties
M = 112.15 u
HOMO-LUMO gap = 11.15 eV
Lowest unoccupied orbital energy = -3.0 eV
Charge = +1
Energy above the lowest of the compared OMol25 structures with the same formula, charge and spin = 190.5 kJ/mol

Cartesian coordinates (Å):
C 0.76439 0.44433 0.51275
C 1.39129 1.58526 -0.28297
C 2.02561 1.00472 -1.66951
O 1.48263 -0.30146 -1.81961
N -0.67442 0.10781 0.15368
H 0.86956 0.47967 1.61401
H 1.51417 -0.37901 0.43822
H 0.63536 2.25511 -0.60339
H 2.14831 2.09282 0.17476
H 1.68894 1.51617 -2.55346
H 3.26466 1.11447 -1.56648
H 1.92876 -0.86942 -2.41405
H -1.19012 0.95196 -0.00661
H -1.19434 -0.29798 0.89490
H -0.74163 -0.61753 -0.63858
H -1.66339 -2.66068 3.62632
H -1.48980 -1.57696 4.79102
O -1.42047 -1.79861 3.79899
H -2.87250 -1.67331 -1.76907
H -3.61282 -0.44739 -1.53994
O -2.85419 -0.92995 -1.14099

Forces on atoms 1 to 6 (eV/Å):
2.10 -0.75 1.82
-1.51 -2.61 -3.34
2.03 0.11 1.51
-0.56 0.34 1.29
2.03 -1.53 -1.39
-0.86 1.12 -0.38


Record 4
A cluster of 3 separate species, C3H14NO3 in total in a non-equilibrium geometry. Source: the Open Molecules 2025 dataset; level of theory: ωB97M-V/def2-TZVPD.

Properties
M = 112.15 u
HOMO-LUMO gap = 11.46 eV
Lowest unoccupied orbital energy = -2.9 eV
Charge = +1
Energy above the lowest of the compared OMol25 structures with the same formula, charge and spin = 7.6 kJ/mol

Cartesian coordinates (Å):
C 0.12289 0.89995 -1.04085
C -1.10883 0.12480 -0.62841
C -1.07792 -1.38501 -0.79082
O -0.28170 -2.01474 0.23980
N 1.13068 1.02600 0.04030
H -0.18895 1.89304 -1.36756
H 0.58941 0.49063 -1.93732
H -1.38844 0.30334 0.41183
H -1.98599 0.45095 -1.19369
H -2.04458 -1.88392 -0.84794
H -0.56435 -1.69128 -1.70835
H -0.82669 -2.20186 1.00939
H 0.75472 1.32242 0.95246
H 1.88221 1.67336 -0.19105
H 1.57852 0.08708 0.21977
H 3.18390 -1.61941 0.08777
H 1.67987 -2.14832 0.08877
O 2.26792 -1.40431 -0.09642
H -1.24583 1.47976 2.80150
H -1.47250 2.72208 1.99636
O -1.00434 1.87546 1.95446

Forces on atoms 1 to 6 (eV/Å):
-0.72 0.58 -0.66
-1.15 -0.97 0.24
1.23 -0.88 -0.21
-0.17 0.15 0.04
0.59 -0.46 0.81
0.13 0.16 0.43


Record 5
A cluster of 4 separate species, C3H14NO3S in total in a non-equilibrium geometry. Source: the Open Molecules 2025 dataset; level of theory: ωB97M-V/def2-TZVPD.

Properties
M = 144.22 u
HOMO-LUMO gap = 6.75 eV
Lowest unoccupied orbital energy = 3.6 eV
Charge = -1
Energy above the lowest of the compared OMol25 structures with the same formula, charge and spin = 191.2 kJ/mol

Cartesian coordinates (Å):
C 1.14832 0.71333 -1.24529
C -0.43487 0.74118 -0.69160
C -1.13821 -0.46933 -1.28941
S -1.88069 -1.33615 0.21137
N -0.37988 0.94532 0.73355
H 1.04101 0.85241 -2.33502
H 1.43543 -0.36955 -1.04117
H 1.76145 1.41167 -0.73854
H -0.99407 1.63536 -1.10181
H -1.90805 -0.19599 -2.08374
H -0.53502 -1.21194 -1.74354
H -1.27260 1.07307 1.15541
H -0.05956 0.00778 1.03943
H 0.83153 -1.77605 0.16813
H 0.41487 -3.15065 0.23277
O 1.20568 -2.67562 -0.02330
H 1.61456 -1.85511 2.33802
H 2.40241 -3.11678 1.77810
O 2.11434 -2.65108 2.64844
H -2.55393 3.82952 0.52245
H -1.11436 3.41511 0.71248
O -1.69836 4.18348 0.75328

Forces on atoms 1 to 6 (eV/Å):
-3.59 -2.06 0.10
1.76 2.40 -2.27
-2.43 -0.36 1.26
-0.44 -0.81 -0.97
2.08 -0.45 0.00
0.56 0.01 0.43


Record 6
A cluster of 4 separate species, C3H14NO4 in total in a non-equilibrium geometry. Source: the Open Molecules 2025 dataset; level of theory: ωB97M-V/def2-TZVPD.

Properties
M = 128.15 u
HOMO-LUMO gap = 7.92 eV
Lowest unoccupied orbital energy = 3.5 eV
Charge = -1
Energy above the lowest of the compared OMol25 structures with the same formula, charge and spin = 103.6 kJ/mol

Cartesian coordinates (Å):
C -0.77858 -1.13379 -1.08600
N -0.02817 0.02714 -0.54290
C -0.43606 0.34576 0.88077
O 0.48313 -0.14488 1.75086
C -0.05026 -1.64040 -2.34449
H -1.78372 -0.79427 -1.33995
H -0.91230 -1.86553 -0.28090
H 0.90728 -0.33869 -0.40843
H -0.37446 1.45031 0.87056
H -1.46939 -0.00213 1.01591
H 0.94321 -1.20825 -2.34924
H -0.05715 -2.73489 -2.37789
H -0.63227 -1.41461 -3.24138
H -0.84085 2.87873 -3.34533
H 0.07604 1.94271 -2.79502
O 0.08002 2.62741 -3.49421
H 1.62242 1.10142 2.05912
H 1.23067 1.85598 3.29174
O 1.85026 1.93049 2.53214
H 0.46283 -1.30122 4.34070
H 0.03394 -0.59408 2.97607
O -0.32657 -0.98722 3.88787

Forces on atoms 1 to 6 (eV/Å):
0.29 0.86 0.24
-0.86 -0.69 -0.27
1.43 0.87 -0.82
0.00 -0.33 -0.57
-1.28 -0.73 0.35
-0.09 0.02 -0.07


Record 7
A structure of composition C3H14NO4 in a non-equilibrium geometry. Source: the Open Molecules 2025 dataset; level of theory: ωB97M-V/def2-TZVPD.

Properties
M = 128.15 u
HOMO-LUMO gap = 8.33 eV
Lowest unoccupied orbital energy = 3.5 eV
Charge = -1
Energy above the lowest of the compared OMol25 structures with the same formula, charge and spin = 400.1 kJ/mol

Cartesian coordinates (Å):
C 2.05825 2.07622 2.02832
N 1.07685 2.04517 0.98542
C 1.26710 0.33314 0.41188
C 0.03260 0.11982 -0.46727
O -0.10845 -1.22489 -0.85219
H 3.10742 2.15949 1.63139
H 1.93304 2.97466 2.62956
H 2.08298 1.18684 2.68481
H 1.36373 1.60908 0.04898
H 2.21385 0.17584 -0.11883
H 1.36191 -0.04061 1.41529
H -0.82738 0.41222 0.14898
H 0.01377 0.73077 -1.37997
H -1.02550 -1.37807 -1.33447
H -2.32072 -2.52672 -2.03674
O -2.48518 -1.74779 -1.49668
H 0.07484 -2.27391 0.42858
H -0.56264 -2.61082 1.80314
O 0.26309 -2.67707 1.32225
H -2.90515 -0.52550 -2.45132
H -3.36968 0.93899 -2.37109
O -3.24475 0.24314 -3.03006

Forces on atoms 1 to 6 (eV/Å):
2.07 0.19 -0.68
-0.74 -2.37 -0.99
-0.93 0.12 0.60
-0.87 -1.09 0.63
0.98 0.04 -0.40
-0.43 -0.11 0.31


Record 8
A cluster of 4 separate species, C3H14NO4 in total in a non-equilibrium geometry. Source: the Open Molecules 2025 dataset; level of theory: ωB97M-V/def2-TZVPD.

Properties
M = 128.15 u
HOMO-LUMO gap = 8.54 eV
Lowest unoccupied orbital energy = 3.9 eV
Charge = -1
Energy above the lowest of the compared OMol25 structures with the same formula, charge and spin = 40.8 kJ/mol

Cartesian coordinates (Å):
C -1.79643 0.75367 1.62258
C -1.21617 -0.07992 0.46528
C 0.29774 -0.36304 0.64619
O 0.95139 -0.62659 -0.55295
N -1.56479 2.18318 1.50262
H -1.29888 0.39460 2.53171
H -2.86142 0.55978 1.76392
H -1.81259 -0.99519 0.35938
H -1.42209 0.45434 -0.46922
H 0.32443 -1.23286 1.32665
H 0.75577 0.55505 1.05019
H -2.26062 2.75147 1.03366
H -0.75128 2.36209 0.91981
H 2.49616 -0.75835 0.20963
H 3.14205 -1.40141 1.44070
O 3.32563 -0.75652 0.75348
H 0.50389 0.63923 -3.12232
H 0.90704 0.56332 -1.63486
O 0.68828 1.22337 -2.38159
H 1.00931 -2.56098 -2.88336
H 0.39944 -1.54887 -1.89755
O 0.18316 -2.11636 -2.68395

Forces on atoms 1 to 6 (eV/Å):
0.17 -0.54 -0.29
-0.72 0.27 -0.10
-0.83 0.29 -1.53
0.20 -0.45 0.27
0.62 1.10 -0.10
-0.10 0.14 0.16


Record 9
A cluster of 5 separate species, C3H14NO6 in total in a non-equilibrium geometry. Source: the Open Molecules 2025 dataset; level of theory: ωB97M-V/def2-TZVPD.

Properties
M = 160.15 u
HOMO-LUMO gap = 9.32 eV
Lowest unoccupied orbital energy = 3.6 eV
Charge = -1
Energy above the lowest of the compared OMol25 structures with the same formula, charge and spin = 53.7 kJ/mol

Cartesian coordinates (Å):
O 0.86644 -0.39909 0.55705
C 0.56414 0.38808 -0.39857
O 0.37297 0.01833 -1.57069
C 0.52120 1.89333 -0.04146
C -0.92813 2.38912 -0.00316
N 1.32775 2.69993 -0.94420
H 0.95832 1.95080 0.94851
H -1.62636 1.58757 0.22019
H -0.96307 3.20550 0.71852
H -1.17682 2.78275 -0.99150
H 2.20204 2.25221 -1.18552
H 0.85618 2.85455 -1.83224
H 0.50848 1.25820 2.98715
H 0.42065 0.04662 2.04103
O 0.13505 0.37963 2.93901
H -0.77578 -2.93638 1.35058
H -1.26543 -3.38359 -0.05840
O -1.54118 -3.20735 0.83733
H -0.42144 -1.43800 -1.88678
H -1.80174 -1.93621 -1.37368
O -1.04351 -2.21011 -1.88520
H 1.21704 -2.19258 0.30464
H 0.47536 -2.89130 -0.71129
O 1.11785 -3.11203 -0.02130

Forces on atoms 1 to 6 (eV/Å):
-0.24 0.37 -0.38
0.63 -0.74 0.58
-0.20 0.53 -0.39
-0.10 -0.95 -0.50
0.72 0.31 -0.30
-0.03 0.76 -0.31


Record 10
A cluster of 5 separate species, C3H14NO7 in total in a non-equilibrium geometry. Source: the Open Molecules 2025 dataset; level of theory: ωB97M-V/def2-TZVPD.

Properties
M = 176.15 u
HOMO-LUMO gap = 8.51 eV
Lowest unoccupied orbital energy = 3.4 eV
Charge = -1
Energy above the lowest of the compared OMol25 structures with the same formula, charge and spin = 161.2 kJ/mol

Cartesian coordinates (Å):
O -1.43371 -1.21149 0.06478
C -0.52612 -0.35480 0.26359
O -0.31622 0.38743 1.33349
C 0.59318 -0.24672 -0.78234
C 0.29398 0.91131 -1.75827
O 1.10460 2.00293 -1.46080
N 0.86548 -1.51416 -1.44797
H 1.62042 -0.01967 -0.40738
H -0.56686 1.43114 -1.68354
H 0.56936 0.54060 -2.71875
H 1.31344 2.15794 -0.43523
H 0.02571 -1.83221 -1.96393
H 1.08853 -2.17497 -0.71569
H -3.21640 -0.00963 1.54981
H -2.06109 0.77198 1.96411
O -2.95858 0.66221 2.11463
H 1.87143 2.80202 2.39243
H 1.11296 1.52191 1.72395
O 1.50686 2.39513 1.55677
H -2.16164 -0.38886 -2.97830
H -1.83472 -1.33056 -1.69893
O -1.53594 -0.97999 -2.60731
H 1.71178 -2.72929 2.43095
H 1.87899 -1.31422 1.80083
O 2.43592 -2.09196 2.06565

Forces on atoms 1 to 6 (eV/Å):
0.34 1.34 0.59
1.27 0.19 2.15
-0.90 -1.61 -2.00
0.19 -0.24 -0.45
2.90 -1.25 1.39
3.27 2.37 2.88


Record 11
A structure of composition C3H14NOPbS in a non-equilibrium geometry. Source: the Open Molecules 2025 dataset; level of theory: ωB97M-V/def2-TZVPD.

Properties
M = 319.42 u
HOMO-LUMO gap = 6.14 eV
Lowest unoccupied orbital energy = -5.7 eV
Charge = +1
Energy above the lowest of the compared OMol25 structures with the same formula, charge and spin = 294.3 kJ/mol

Cartesian coordinates (Å):
C -1.94590 -1.87758 -3.10820
Pb -1.19565 -0.79460 -1.39870
N 0.83047 0.40768 -2.45065
H -1.64228 -1.06767 0.28991
H -2.42110 0.28587 -0.64432
H -2.98777 -2.23442 -3.00548
H -1.23550 -2.71911 -3.25297
H -1.86279 -1.13268 -3.91823
H 1.79349 0.13213 -2.21245
H 0.76475 1.41598 -2.28508
H 0.72919 0.27604 -3.46496
C 1.66546 1.86090 2.88667
S 0.67258 1.03053 1.64731
C 0.49112 -0.60667 2.39526
O -0.67535 1.69521 1.61038
H 2.60552 1.30049 2.98421
H 1.12670 1.91046 3.84078
H 1.85523 2.87387 2.50401
H -0.52481 -0.75123 2.77850
H 0.71980 -1.33782 1.60908
H 1.23683 -0.66737 3.19492

Forces on atoms 1 to 6 (eV/Å):
1.00 -0.49 -1.34
-1.77 0.76 1.57
-0.38 -0.20 0.07
1.82 -1.15 0.23
0.13 1.18 -1.53
0.62 0.44 0.46


Record 12
A structure of composition C3H14NOPbS in a non-equilibrium geometry. Source: the Open Molecules 2025 dataset; level of theory: ωB97M-V/def2-TZVPD.

Properties
M = 319.42 u
HOMO-LUMO gap = 7.51 eV
Lowest unoccupied orbital energy = -5.1 eV
Charge = +1
Energy above the lowest of the compared OMol25 structures with the same formula, charge and spin = 0.0 kJ/mol

Cartesian coordinates (Å):
C -1.39810 -1.43700 -2.46231
Pb 0.67242 -1.70121 -1.54077
N 1.19885 0.48361 -2.63662
H -3.54798 -0.41255 1.00663
H -3.19073 0.07570 0.52952
H -2.17560 -1.46461 -1.66300
H -1.43168 -2.38795 -3.04422
H -1.60605 -0.58055 -3.14215
H 2.21865 0.61432 -2.68904
H 0.76085 1.29181 -2.15717
H 0.84208 0.41950 -3.59312
C 1.37855 1.71315 2.41211
S 0.78074 0.58537 1.10879
C 0.44849 -0.83535 2.16268
O -0.55879 1.11449 0.66103
H 2.36633 1.36982 2.75082
H 0.64193 1.69891 3.23057
H 1.46612 2.72588 1.99610
H -0.59845 -0.72067 2.47715
H 0.61718 -1.73755 1.55456
H 1.11520 -0.81511 3.03844

Forces on atoms 1 to 6 (eV/Å):
-0.07 -0.40 0.07
-0.69 0.90 -0.30
0.39 -0.06 0.17
0.40 0.57 -0.61
-0.39 -0.59 0.61
0.54 -0.07 -0.60